10
Properties=species:S:1:pos:R:3:forces:R:3:lowdin_charge:R:1 method="wB97M-V/def2-TZVPD" relative_energy_kj_mol=51.1 smiles=N#Cc1ccco1 e_tot_ev=-8769.477 charge=0 gap_ev=9.96 e_homo_ha=-0.347
N 3.03438 -0.76767 -1.38369 -0.8 0.1 0.7 0.16
C 2.07002 -0.60283 -0.76460 0.9 -0.4 -0.4 -0.13
C 0.80840 -0.36562 -0.15858 -0.1 -0.2 -0.1 -0.29
C -0.42145 -0.53457 -0.70468 0.3 0.1 -0.2 -0.01
C -1.29913 0.26368 0.06608 0.3 0.4 -0.2 -0.05
C -0.56679 0.74874 1.10831 -0.1 0.1 -0.1 -0.09
O 0.72890 0.38274 0.97550 0.1 -0.2 0.0 0.05
H -0.70824 -1.11799 -1.56712 0.3 0.2 -0.1 0.13
H -2.16777 0.65286 -0.42523 -0.9 -0.2 0.9 0.11
H -0.79112 1.29550 2.01567 0.0 0.1 -0.4 0.13

=====

64
Properties=species:S:1:pos:R:3:forces:R:3:mulliken_spin:R:1 method="wB97M-V/def2-TZVPD" relative_energy_kj_mol=19.6 e_tot_ev=-88248.083 spin_multiplicity=2 charge=+1 gap_ev="3.29 / 6.00" e_homo_ha="-0.235 / -0.334"
C -2.66629 2.51937 -3.09410 0.0 0.2 0.4 -0.01
C -2.19311 1.21971 -3.02988 0.8 -0.2 0.1 0.01
C -0.78229 0.99518 -2.90833 0.1 -0.6 0.6 0.01
C 0.05092 2.05182 -2.46462 -0.5 0.5 0.2 -0.04
C -0.48247 3.34700 -2.40442 0.1 -0.4 -0.1 0.04
C -1.80302 3.58177 -2.78486 -0.4 0.4 -0.3 0.00
C 1.40947 1.75025 -1.92079 0.6 0.6 1.7 -0.03
C 1.79256 0.31042 -2.02947 0.0 -0.6 0.3 0.01
C 0.83349 -0.64185 -2.45394 0.2 0.1 0.8 0.00
C 1.03341 -2.02351 -2.15368 -0.3 0.7 -0.2 -0.01
C 2.26347 -2.44390 -1.67623 0.2 0.2 0.4 0.01
C 3.25762 -1.50040 -1.38351 0.2 -0.5 -0.2 0.00
C 3.01151 -0.14292 -1.53012 -0.1 0.1 -0.4 0.01
H -3.71594 2.69847 -3.33756 0.2 0.1 0.3 0.00
H 0.17784 4.16679 -2.09264 -0.4 -0.2 -0.1 0.01
H -2.18637 4.60195 -2.81659 0.1 -0.3 0.0 0.00
H 2.17129 2.41151 -2.35698 -0.1 -0.1 0.4 -0.01
H 2.43231 -3.50527 -1.48919 0.1 0.2 0.0 0.00
H 4.21194 -1.84206 -0.98806 -0.2 0.1 -0.1 0.00
H 3.76648 0.59689 -1.25522 -0.2 -0.4 0.1 0.00
N -0.36637 -0.29878 -2.98996 -1.7 -0.2 0.9 0.00
Yb 0.57324 2.63957 0.94544 -1.9 1.5 1.3 0.53
C -3.06436 0.00010 -2.82413 0.2 0.0 -1.0 0.01
H -2.81067 -0.79152 -3.54490 -0.2 0.1 0.2 0.00
H -4.13480 0.23719 -2.88895 0.2 -0.1 0.1 0.00
C -0.18867 -2.91366 -2.24042 0.5 0.6 -0.6 0.00
H -0.70302 -2.76347 -3.19964 0.0 -0.2 0.1 0.00
H 0.08720 -3.96744 -2.11055 -0.2 0.1 0.1 0.00
P -2.72567 -0.69645 -1.14888 1.4 0.9 0.1 0.00
P -1.43358 -2.54366 -0.94096 0.5 0.4 0.0 0.01
C -0.55608 -2.36478 0.63508 -0.3 0.1 0.2 -0.01
H -1.27551 -2.32270 1.46467 0.2 0.0 -0.2 0.00
H 0.09075 -3.24364 0.77222 -0.2 0.2 -0.2 0.00
H 0.07243 -1.46396 0.65709 -0.1 -0.1 -0.2 0.01
C -2.55157 -3.95337 -0.87183 -0.3 -0.1 0.1 0.00
H -1.97152 -4.85640 -1.10650 -0.2 0.2 0.1 0.00
H -2.98867 -4.04724 0.13073 0.0 0.0 -0.3 0.00
H -3.35374 -3.83551 -1.61360 0.2 -0.1 0.2 0.00
C -1.89618 0.56567 -0.10854 0.0 -0.4 -0.3 0.17
H -2.39336 1.53353 -0.26263 0.0 -0.2 -0.1 -0.03
H -1.96950 0.30242 0.95086 0.0 -0.1 -0.2 -0.04
H -0.83541 0.65260 -0.40473 -0.4 -0.2 0.1 -0.06
C -4.30087 -1.04894 -0.35063 -0.1 -0.3 0.1 0.00
H -4.15850 -1.17228 0.73082 -0.1 0.0 -0.3 0.00
H -4.96877 -0.19640 -0.53648 0.1 -0.2 0.1 0.00
H -4.74054 -1.96165 -0.77305 0.0 0.3 0.1 0.00
C -0.91037 1.43055 2.69029 0.1 -0.4 0.0 0.37
O -1.07272 0.74966 3.60289 -0.1 0.5 -0.1 0.07
H 1.48992 2.05209 -0.56402 0.9 -1.2 -4.9 0.04
O 1.86904 2.91044 2.83806 0.8 0.1 0.9 -0.02
C 2.37559 1.91800 3.73075 -0.5 0.6 0.4 -0.03
C 2.50251 2.23883 5.08165 0.1 -0.5 -0.2 -0.01
C 2.92518 1.22908 5.94721 0.1 -0.1 0.0 0.01
C 3.21738 -0.05540 5.46324 0.0 0.0 -0.1 0.00
C 3.11668 -0.33922 4.10068 -0.2 0.7 0.2 0.01
C 2.67362 0.66611 3.23038 0.1 -0.1 0.0 -0.01
C 2.61558 0.44901 1.74850 0.2 -0.4 -0.8 0.01
O 3.61032 0.04084 1.16464 -0.7 0.2 0.6 0.00
O 1.46678 0.76002 1.17991 1.1 -1.3 0.6 -0.04
H 1.86856 3.76510 3.31043 0.0 -0.4 -0.2 0.02
H 2.27318 3.24802 5.43033 0.1 -0.3 0.0 0.00
H 3.04176 1.44299 7.01226 -0.1 -0.1 -0.4 0.00
H 3.54229 -0.83639 6.15286 -0.1 0.3 -0.2 0.00
H 3.37562 -1.31015 3.67961 0.0 0.2 0.2 0.00